(1)
15
Properties=species:S:1:pos:R:3:forces:R:3:nbo_charge:R:1 method="wB97M-V/def2-TZVPD" largest_force_ev_per_a=3.27 energy_ev=-37266.527 homo_ev=-9.005 orbital_gap_ev=8.5 lumo_ev=-0.542
C -0.4660 -0.0196 -0.9246 -0.02 0.21 -0.83 -0.422
C -0.1965 -1.2576 -0.0236 0.08 0.54 -1.62 -0.511
C 0.2317 1.2410 -0.4455 -0.66 -1.01 -0.19 -0.546
C 2.4403 -0.5718 0.3175 -0.32 0.92 -3.12 -0.765
O 4.7919 0.4754 0.9739 0.39 0.17 0.20 -0.984
P 4.1934 -0.1394 -0.2172 -0.83 -0.60 0.28 1.359
S 1.5057 -1.9221 -0.4158 -0.52 0.43 -0.10 0.229
S 1.9776 1.3173 -0.6090 1.41 -1.61 1.05 0.095
H 0.0311 -0.1636 -1.9144 -1.38 -0.34 0.17 0.223
H -1.5331 0.3984 -0.9085 1.05 -1.57 -0.49 0.221
H -0.1081 -0.7993 0.9241 -0.14 -0.23 1.64 0.201
H -0.9939 -2.0389 -0.0508 0.95 0.54 -0.07 0.245
H -0.1317 1.9988 -1.1129 -0.10 0.82 0.00 0.237
H -0.1268 1.3677 0.5477 0.06 0.85 1.06 0.204
H 2.0979 -0.5656 1.2981 0.04 0.88 2.02 0.214

(2)
13
Properties=species:S:1:pos:R:3:forces:R:3:nbo_charge:R:1 method="wB97M-V/def2-TZVPD" largest_force_ev_per_a=5.16 energy_ev=-17133.350 homo_ev=-14.229 orbital_gap_ev=8.8 total_charge=+1 lumo_ev=-5.428
C -0.9514 -1.0986 0.2082 2.89 -0.54 0.39 -0.161
C 0.3658 -1.2752 -0.0850 -4.71 2.03 0.60 0.090
C -1.3997 0.3147 0.2978 -2.00 0.47 1.02 -0.542
C -0.2372 1.1696 -0.0773 2.51 -1.39 -0.24 0.054
O 0.9407 -0.0544 -0.4620 1.26 1.00 -0.04 -0.514
S 2.6027 0.3045 0.1830 -1.25 -0.44 -0.28 0.375
H -1.6970 -1.8014 0.5280 0.26 -0.72 -0.27 0.265
H 0.9360 -2.0988 -0.2485 1.56 -2.24 -0.29 0.238
H -2.3276 0.3230 -0.3803 1.37 0.83 0.94 0.282
H -1.7108 0.4923 1.4082 0.32 -0.05 -2.02 0.277
H -0.1477 1.6836 -1.0354 -0.51 0.22 0.39 0.247
H 0.4932 1.4911 0.6901 -1.54 0.88 -0.09 0.235
H 3.1332 0.5496 -1.0270 -0.18 -0.04 -0.10 0.154

(3)
13
Properties=species:S:1:pos:R:3:forces:R:3:nbo_charge:R:1 method="wB97M-V/def2-TZVPD" largest_force_ev_per_a=7.70 energy_ev=-12128.661 homo_ev="-13.209 / -13.209" orbital_gap_ev="7.0 / 7.0" total_charge=+1 lumo_ev="-6.176 / -6.177"
C 0.9510 -0.5538 -0.4381 -0.95 1.51 -0.48 -0.431
C -0.5332 -0.5136 -0.1491 -0.85 -2.85 0.73 -0.549
C -1.1439 0.1620 0.9067 -1.31 3.74 -0.50 0.237
O -2.0579 -0.3095 1.7613 -0.17 4.19 0.16 -0.820
Sn -1.9552 -1.9927 1.0545 -0.35 -7.64 -0.93 1.520
H 1.5536 -0.9047 0.4126 -0.37 -0.23 -0.47 0.234
H -1.1847 -1.0563 -0.8535 -0.03 -0.18 0.13 0.262
H 1.1389 -1.0904 -1.3791 0.15 0.07 0.57 0.245
H -1.2743 1.2515 0.8665 1.63 0.09 1.13 0.236
C 1.0967 0.9525 -0.5948 0.55 1.98 2.46 -0.590
H 2.0882 1.2819 -0.2639 -0.01 0.05 -0.48 0.236
H 0.9190 1.2920 -1.6232 -0.35 0.12 0.60 0.241
H 0.4017 1.4810 0.3000 2.06 -0.86 -2.93 0.180

(4)
13
Properties=species:S:1:pos:R:3:forces:R:3:lowdin_spin:R:1 method="wB97M-V/def2-TZVPD" multiplicity=7 largest_force_ev_per_a=4.86 energy_ev=-28719.668 homo_ev="-19.229 / -16.972" orbital_gap_ev="9.9 / 7.1" s_squared=13.01 total_charge=+2 lumo_ev="-9.340 / -9.901"
C -1.7293 -0.4129 0.0748 -0.89 0.27 -0.88 -0.687
C -0.6723 0.1949 -0.7783 0.51 0.56 1.18 -0.099
C 0.6213 0.4109 0.0666 -0.27 -2.95 -3.85 0.008
C 1.6317 -0.6279 -0.0024 0.19 -0.43 2.49 -0.001
O 0.7815 -0.3332 1.2443 0.24 1.49 0.87 0.012
H -2.0513 -1.4114 -0.1505 0.28 -0.54 0.32 -0.035
H -2.5700 0.2030 0.3493 -0.07 0.31 0.40 -0.043
H -0.9797 1.1561 -1.1810 -0.16 0.15 -0.31 -0.008
H -0.3362 -0.4472 -1.5745 -0.21 -0.14 -0.48 -0.006
H 1.0103 1.4127 0.1069 1.36 0.12 -1.98 0.040
H 1.3580 -1.6496 -0.1776 -0.01 -0.23 -1.23 -0.001
H 2.6543 -0.4387 0.2628 0.45 0.18 -0.47 0.000
Tb 0.2817 1.9433 1.7596 -1.42 1.21 3.94 6.821

(5)
12
Properties=species:S:1:pos:R:3:forces:R:3:nbo_charge:R:1 method="wB97M-V/def2-TZVPD" largest_force_ev_per_a=2.99 energy_ev=-4276.318 homo_ev=-9.432 smiles="C=CCC" orbital_gap_ev=10.7 lumo_ev=1.309
C -0.9108 1.0794 -1.4676 -1.58 0.55 -0.49 -0.395
C -0.5830 0.6610 -0.2500 0.14 -0.18 -1.26 -0.178
C 0.5453 -0.3026 -0.0973 0.44 -2.20 -0.08 -0.459
C 0.7438 -0.8702 1.3193 -1.78 2.03 1.29 -0.621
H -1.7690 1.7206 -1.6754 0.03 0.08 0.68 0.190
H -0.5711 0.7484 -2.4451 1.01 -0.27 0.46 0.193
H -1.2122 0.9012 0.5973 0.22 0.31 0.15 0.204
H 0.2902 -1.1917 -0.7028 -0.06 0.29 -0.04 0.211
H 1.4552 0.0157 -0.6022 0.15 0.50 0.43 0.222
H 0.3326 -0.0970 2.0041 0.61 0.18 -0.13 0.197
H -0.0367 -1.5935 1.5665 0.61 -0.81 -0.42 0.210
H 1.7156 -1.0713 1.7531 0.20 -0.48 -0.61 0.224

(6)
15
Properties=species:S:1:pos:R:3:forces:R:3:nbo_charge:R:1 method="wB97M-V/def2-TZVPD" largest_force_ev_per_a=5.46 energy_ev=-17277.746 homo_ev=-9.782 smiles=CB(C)CSC#N orbital_gap_ev=9.0 lumo_ev=-0.800
C 0.2405 0.0242 -1.6232 1.59 -0.04 1.27 -0.977
B -0.0543 -0.1048 -0.0268 1.11 2.74 -1.79 0.863
C 0.5997 0.9905 0.8771 2.71 -1.63 0.45 -1.010
C -0.9495 -1.1994 0.4427 -4.04 -3.18 1.83 -0.759
S -2.9957 -0.8699 0.0736 2.24 -1.12 -0.30 0.240
C -3.2238 0.7800 0.0437 0.15 0.15 0.58 0.002
N -3.5474 1.8762 0.1819 0.06 0.48 -0.30 -0.302
H 0.2949 -0.9448 -2.1046 -0.45 -0.24 -0.33 0.221
H 1.2990 0.4370 -1.7399 -1.47 -0.10 0.00 0.228
H -0.4902 0.6747 -2.1191 0.22 -0.08 0.03 0.260
H -0.0761 1.6230 1.4321 0.05 0.14 0.40 0.262
H 1.3678 1.5143 0.3088 -0.70 0.89 -0.39 0.233
H 1.4202 0.4772 1.5416 -1.98 0.47 -0.22 0.249
H -0.7569 -2.1098 -0.1622 -0.47 0.41 0.13 0.243
H -1.1611 -1.5852 1.5046 0.98 1.12 -1.38 0.248

(7)
17
Properties=species:S:1:pos:R:3:forces:R:3:lowdin_spin:R:1 method="wB97M-V/def2-TZVPD" multiplicity=2 largest_force_ev_per_a=14.07 energy_ev=-16258.583 homo_ev="-10.766 / -12.560" orbital_gap_ev="5.4 / 7.2" s_squared=0.75 total_charge=+1 lumo_ev="-5.387 / -5.375"
O 1.8873 2.4924 -0.1438 0.58 -2.70 1.24 0.000
Be 2.4860 0.8801 0.2530 7.25 11.97 -1.50 -0.002
Mg 0.3439 1.3700 0.3831 -3.56 1.07 -0.99 0.060
O 1.7516 -0.0842 0.1633 -5.18 -8.04 0.09 0.001
O -0.8597 -0.4867 0.6878 0.99 0.05 0.59 0.004
C -2.0062 0.0869 0.0003 -0.83 0.29 -0.55 0.141
C -0.1399 -1.5044 0.0051 -0.31 -0.09 -0.46 0.003
C -1.6115 1.4462 -0.4700 0.24 -0.26 0.44 0.695
C 1.3229 -1.3926 0.3989 -0.92 -2.26 0.42 0.000
H -2.8427 0.0878 0.7236 0.33 -0.01 -0.14 0.027
H -2.3031 -0.5999 -0.8150 0.12 0.14 0.20 0.025
H -0.2281 -1.3351 -1.0823 0.01 -0.14 0.24 0.002
H -0.5451 -2.4996 0.2472 0.24 0.26 -0.06 0.001
H 1.8184 3.3213 -0.6678 0.60 -1.09 0.56 0.000
H 1.4539 -1.6575 1.4623 0.01 0.35 -0.37 0.000
H 1.8981 -2.1257 -0.1910 -0.03 0.56 0.12 0.000
H -2.4257 2.0010 -0.9549 0.45 -0.11 0.17 0.044

(8)
16
Properties=species:S:1:pos:R:3:forces:R:3:nbo_charge:R:1 method="wB97M-V/def2-TZVPD" largest_force_ev_per_a=5.83 energy_ev=-154284.217 homo_ev=-9.409 orbital_gap_ev=9.7 lumo_ev=0.322
C -2.3929 -0.5602 -1.8285 2.27 1.03 5.26 0.273
C 0.7234 0.3227 0.3086 -2.35 4.15 2.30 -0.394
C 0.6328 1.6123 -0.0773 1.27 -1.06 -2.37 -0.150
C 1.4060 -0.8233 -0.2785 1.31 1.86 -1.26 -0.659
O -1.7055 -1.4521 -1.4007 -0.14 -0.86 -0.72 -0.508
Si 0.0386 -0.0582 2.0841 1.38 -2.26 -0.41 0.810
Br 1.1939 1.9855 -2.0065 -0.26 -0.42 1.00 -0.060
Br 0.4132 3.3360 0.6843 -0.44 -1.02 0.53 0.146
H -2.6747 -0.4781 -2.8050 -1.25 0.25 -2.89 0.128
H 2.2914 -0.3344 -0.7130 0.12 -0.50 -0.15 0.233
H 0.9066 -1.2995 -1.1139 -0.30 -0.72 0.52 0.268
H 1.7406 -1.2981 0.6133 0.24 -1.81 -0.04 0.233
H -2.4997 0.2669 -1.0263 -0.82 -0.37 -1.64 0.111
H -1.1353 0.4768 2.7731 -0.12 0.50 -0.26 -0.131
H 1.2335 -0.1499 3.0286 -0.59 0.41 -0.38 -0.147
H -0.1720 -1.5463 1.7574 -0.32 0.82 0.51 -0.152

Repeat the sixth record exactly.
15
Properties=species:S:1:pos:R:3:forces:R:3:nbo_charge:R:1 method="wB97M-V/def2-TZVPD" largest_force_ev_per_a=5.46 energy_ev=-17277.746 homo_ev=-9.782 smiles=CB(C)CSC#N orbital_gap_ev=9.0 lumo_ev=-0.800
C 0.2405 0.0242 -1.6232 1.59 -0.04 1.27 -0.977
B -0.0543 -0.1048 -0.0268 1.11 2.74 -1.79 0.863
C 0.5997 0.9905 0.8771 2.71 -1.63 0.45 -1.010
C -0.9495 -1.1994 0.4427 -4.04 -3.18 1.83 -0.759
S -2.9957 -0.8699 0.0736 2.24 -1.12 -0.30 0.240
C -3.2238 0.7800 0.0437 0.15 0.15 0.58 0.002
N -3.5474 1.8762 0.1819 0.06 0.48 -0.30 -0.302
H 0.2949 -0.9448 -2.1046 -0.45 -0.24 -0.33 0.221
H 1.2990 0.4370 -1.7399 -1.47 -0.10 0.00 0.228
H -0.4902 0.6747 -2.1191 0.22 -0.08 0.03 0.260
H -0.0761 1.6230 1.4321 0.05 0.14 0.40 0.262
H 1.3678 1.5143 0.3088 -0.70 0.89 -0.39 0.233
H 1.4202 0.4772 1.5416 -1.98 0.47 -0.22 0.249
H -0.7569 -2.1098 -0.1622 -0.47 0.41 0.13 0.243
H -1.1611 -1.5852 1.5046 0.98 1.12 -1.38 0.248